75
Properties=species:S:1:pos:R:3:forces:R:3:mulliken_charge:R:1 method="wB97M-V/def2-TZVPD" total_charge=+2 orbital_gap_ev=4.7 lumo_ev=-7.96
Ta 0.04587 0.21902 0.23959 3.1 -0.4 1.5 0.58
O -2.68209 2.31176 -3.68570 -0.3 0.2 -0.6 -0.47
C -1.82655 1.82778 -2.82372 0.0 -0.2 0.8 0.10
O -2.03417 1.66988 -1.63467 -0.1 0.3 -0.3 -0.20
C -0.50645 1.46510 -3.41428 0.2 0.0 -0.2 0.32
C -0.13170 1.67272 -4.73511 -0.1 -0.1 0.3 -0.67
C 1.16009 1.32538 -5.11076 0.0 -0.1 0.2 -0.60
C 2.02732 0.78963 -4.16690 -0.1 0.0 0.2 -1.08
C 1.54359 0.59002 -2.87593 -0.2 0.0 0.1 0.66
N 0.31151 0.91886 -2.52251 -0.1 -0.1 0.5 0.55
C 2.33233 -0.02579 -1.73673 1.8 0.2 -2.0 0.00
O 3.50042 -0.28789 -1.80497 -0.8 0.1 0.2 -0.56
O 1.55653 -0.23143 -0.69813 1.5 -0.7 -0.2 0.27
H -3.53899 2.55218 -3.29389 0.2 -0.1 0.2 0.40
H -0.83686 2.08962 -5.43309 -0.1 0.1 -0.1 0.61
H 1.48104 1.47681 -6.12921 0.1 0.0 -0.1 0.50
H 3.04659 0.53320 -4.40823 0.1 -0.1 0.0 0.61
Cl -7.12379 1.13379 1.52378 0.1 0.0 0.0 -0.13
C -5.41907 1.07587 1.44548 0.1 0.0 0.0 0.35
C -4.80842 0.19528 0.53920 0.1 0.0 0.1 -0.18
Cl -5.75106 -0.79104 -0.48943 0.2 -0.1 -0.1 -0.15
C -3.42476 0.13823 0.51116 0.3 0.6 0.6 0.93
Cl -2.50032 -0.91532 -0.48155 0.3 -0.6 -0.4 -0.08
C -2.63217 0.94894 1.33113 -2.8 0.4 0.3 -0.75
O -1.33321 0.82823 1.19134 -1.6 1.4 1.5 0.44
C -3.25097 1.82922 2.22483 0.4 -0.3 -0.2 0.10
Cl -2.23204 2.78601 3.20808 0.0 0.1 0.1 -0.15
C -4.64570 1.88646 2.29188 0.0 -0.2 -0.2 0.33
Cl -5.41970 2.91668 3.40925 0.2 0.0 0.0 -0.13
C 1.75441 -1.96220 3.90842 0.0 0.1 -0.1 -0.89
C 2.77499 -1.11330 4.29734 -0.1 -0.1 0.0 -0.93
C 2.91876 0.11715 3.68526 -0.2 0.1 -0.3 -0.91
C 2.06508 0.50736 2.64572 0.3 -0.1 0.2 1.23
C 1.10047 -0.39853 2.19131 -0.8 0.7 -1.8 0.28
C 0.92886 -1.60182 2.84671 -0.3 -0.3 -0.1 -0.58
C 2.10962 1.86896 2.09207 0.4 0.2 0.4 1.31
C 2.85398 2.89208 2.72333 0.0 0.2 -0.2 -1.28
C 2.82530 4.16955 2.23785 -0.1 -0.3 0.0 -1.15
C 2.04500 4.47016 1.10281 -0.2 -0.5 -0.2 1.23
C 1.96657 5.76272 0.54465 -0.1 0.0 -0.1 -0.87
C 1.19066 6.00014 -0.55757 0.2 0.0 0.2 -0.76
C 0.44414 4.95304 -1.12215 0.0 -0.2 0.0 -0.76
C 0.48938 3.68685 -0.59577 0.1 0.0 0.1 -0.34
C 1.30230 3.40034 0.51775 0.1 1.3 -0.2 -0.20
N 1.36962 2.14735 1.02945 -1.3 -2.1 -0.6 0.10
H 1.61411 -2.90460 4.41787 -0.1 0.0 0.0 0.48
H 3.44331 -1.39844 5.09496 0.1 0.0 0.1 0.44
H 3.71781 0.75663 4.01791 0.1 0.2 0.0 0.44
H 0.13736 -2.27542 2.54726 0.0 -0.1 0.0 0.64
H 3.42284 2.66499 3.60743 0.0 0.0 0.0 0.43
H 3.38482 4.95658 2.72360 0.0 0.0 0.0 0.48
H 2.52995 6.55945 1.00709 0.1 0.1 0.0 0.47
H 1.14766 6.98648 -0.99427 0.0 0.1 0.0 0.43
H -0.17824 5.15790 -1.98122 -0.1 0.0 0.0 0.53
H -0.11042 2.89299 -1.01424 -0.1 -0.1 -0.1 0.36
C -0.95529 -3.44236 -1.52069 -0.4 -0.4 -0.3 -0.89
C -0.70143 -4.90849 -2.01148 -0.2 0.3 0.0 -0.96
N 0.64822 -5.28105 -1.68414 0.1 -0.9 -0.4 -0.10
C 0.85278 -5.25836 -0.25950 -0.1 0.3 0.3 -1.00
C 0.56176 -3.81685 0.27144 0.2 -0.5 0.3 -0.72
N 0.24220 -2.93363 -0.85128 -0.3 0.9 0.4 0.91
C 1.35594 -2.95167 -1.79960 0.5 0.0 -0.3 -0.63
C 1.57540 -4.40261 -2.34280 0.1 0.4 0.0 -0.90
H -1.78893 -3.42752 -0.81771 0.0 0.0 0.0 0.53
H -1.19073 -2.79686 -2.37030 0.0 0.1 0.1 0.42
H -0.83653 -4.97807 -3.09164 -0.1 0.0 0.0 0.35
H -1.38788 -5.60594 -1.53120 0.0 0.0 0.0 0.31
H 1.88060 -5.54928 -0.04380 0.0 0.0 0.0 0.33
H 0.18429 -5.98566 0.20024 0.0 0.0 0.1 0.32
H 1.43259 -3.41824 0.79472 -0.1 0.1 0.0 0.50
H -0.29218 -3.83294 0.95118 0.0 0.1 0.0 0.45
H 2.25419 -2.60126 -1.29221 0.0 0.0 0.0 0.58
H 1.13399 -2.26986 -2.62499 -0.1 0.1 0.0 0.10
H 2.59351 -4.74085 -2.14678 0.0 0.0 0.0 0.29
H 1.39611 -4.44686 -3.41821 0.1 0.0 0.0 0.34


47
Properties=species:S:1:pos:R:3:forces:R:3:mulliken_spin:R:1 method="wB97M-V/def2-TZVPD" total_charge=+3 orbital_gap_ev="5.7 / 6.4" lumo_ev="-12.87 / -12.27" multiplicity=4
C -1.59261 0.23958 -4.01309 0.0 -2.5 1.1 0.00
C -0.76823 -0.46336 -2.74343 -3.5 5.5 2.7 0.00
H -2.72754 0.29933 -3.85256 1.9 -0.3 -0.1 0.00
H -1.29006 -0.45338 -4.81620 -0.7 0.6 -0.2 0.00
H -1.16902 1.23013 -4.24254 0.1 -0.4 0.5 0.00
O -1.10187 -0.27789 -1.54062 -0.5 -1.6 -2.8 0.00
Cl 0.86800 -0.54466 -2.91150 2.8 -0.6 -1.5 0.00
Re 0.26401 0.13225 2.00551 -0.7 -0.7 -4.8 2.65
P 0.26671 -2.11299 0.36874 0.7 -2.9 -0.3 -0.13
C -0.84190 -3.22866 1.33221 -0.1 1.1 0.4 0.00
C -0.00565 -3.10423 -1.24939 -0.6 1.1 -1.2 0.00
H 0.21946 -4.16844 -1.11360 0.1 0.3 0.9 0.00
H 1.88510 -3.98380 0.38610 -0.1 0.8 0.2 -0.01
H 0.63874 -2.79355 -2.08162 -0.2 0.0 0.6 0.00
H 2.67797 -2.39140 0.04419 -0.1 -0.2 0.2 0.00
H -1.87789 -2.95299 1.09016 0.2 -0.2 0.2 0.00
H -1.04656 -3.04757 -1.59740 0.3 0.2 0.3 0.00
C 1.92595 -2.90417 0.65524 -0.2 0.6 0.5 -0.02
H -0.63902 -4.26806 1.04664 0.0 0.3 0.2 -0.01
H 2.16171 -2.77297 1.71594 0.3 -0.2 -0.2 0.00
H -0.62979 -3.05885 2.39684 -0.2 -0.4 -0.1 0.00
P 0.04960 2.06298 0.16367 0.1 3.6 -0.7 -0.07
C -1.04881 3.25806 1.05296 -0.2 -1.2 1.0 0.00
C 1.62063 3.05066 0.25501 0.4 -0.7 0.7 -0.01
H 0.31377 2.50907 -2.35662 -0.1 -0.3 0.4 0.00
H -0.33114 3.91432 -1.53121 0.2 -0.9 0.9 0.00
H -1.40941 2.57466 -1.88009 0.3 -0.3 0.2 0.00
C -0.38323 2.79926 -1.56192 -0.6 -0.9 -0.8 0.00
H 2.40275 2.54883 -0.32948 -0.1 0.2 0.2 0.00
H 1.46341 4.08403 -0.13051 -0.1 -0.9 0.3 -0.01
H -0.87173 4.27671 0.69808 0.1 -0.3 0.0 0.00
H -0.80516 3.17872 2.13221 -0.4 0.4 -0.5 0.00
H 1.91879 3.07648 1.31613 0.2 0.2 -0.5 0.00
H -2.10096 2.97354 0.89824 0.3 0.2 0.2 0.00
Cl 2.43828 0.23170 2.09367 1.5 0.0 0.3 0.26
S -2.09735 0.16822 2.31070 1.0 0.5 0.5 0.16
C -1.02601 0.04886 3.73934 -2.8 -0.9 1.0 -0.07
N -1.27365 -1.14149 4.43486 0.8 -0.7 0.8 0.05
C -0.72151 -1.46706 5.62676 -0.8 0.4 -1.2 0.02
C 0.16338 -0.58373 6.22760 0.2 0.8 -0.1 0.04
C 0.48263 0.59596 5.58405 0.6 1.4 -0.7 0.02
C -0.13662 0.96021 4.31324 0.9 -1.4 0.8 0.13
H -1.86960 -1.83119 3.94410 0.2 0.6 0.5 0.00
H -1.02991 -2.40838 6.06882 0.1 0.0 -0.1 0.00
H 0.59508 -0.80812 7.18760 0.1 -0.1 0.2 0.00
H 1.22390 1.33082 6.02874 -1.0 -1.1 -0.5 0.00
H 0.18967 1.80115 3.70928 -0.3 0.8 0.6 -0.02


17
Properties=species:S:1:pos:R:3:forces:R:3:mulliken_charge:R:1 method="wB97M-V/def2-TZVPD" smiles="CN[C@H](C)S(=O)(=O)O" total_charge=0 relative_energy_kcal_mol=55.3 orbital_gap_ev=9.8 lumo_ev=0.49
C 0.25187 2.08175 -0.02976 -0.3 0.0 3.2 -1.16
C 1.30554 -1.58366 0.12186 -2.1 -0.4 1.6 -0.83
C 0.34581 0.58692 -0.34434 -2.3 0.2 0.8 -0.05
N 1.34525 -0.12718 0.36718 0.0 -0.2 -0.3 -0.38
O -1.36785 -1.36984 -0.78332 -2.1 -2.3 -0.9 -0.48
O -1.70797 -0.43210 1.47238 0.5 0.1 -0.1 -0.59
O -2.41043 0.81931 -0.55022 0.4 -0.3 0.4 -0.64
S -1.45359 -0.05091 0.10676 -1.0 0.7 -0.3 1.09
H 0.70695 2.35176 0.99581 -1.1 -1.1 -0.9 0.30
H -0.80044 2.47923 -0.01349 1.3 -0.3 -0.5 0.35
H 0.95304 2.64855 -0.55065 0.7 0.9 -2.0 0.38
H 0.41627 -2.06603 0.65355 1.2 0.6 -0.3 0.28
H 1.06655 -1.79210 -0.89223 0.2 0.2 -1.0 0.34
H 2.15955 -2.16620 0.40000 0.9 0.3 0.3 0.32
H 0.09219 0.40454 -1.42487 1.6 -0.1 0.8 0.40
H 1.34455 0.13523 1.37896 -0.1 -0.4 -1.4 0.31
H -2.24731 -1.91927 -0.90762 2.3 2.0 0.6 0.35


49
Properties=species:S:1:pos:R:3:forces:R:3:mulliken_charge:R:1 method="wB97M-V/def2-TZVPD" total_charge=-1 orbital_gap_ev=9.1 lumo_ev=2.45
Be -3.86506 21.49673 -1.27067 2.1 -1.7 -0.9 0.09
F -2.40474 21.23948 -1.64842 -0.8 -0.1 0.2 -0.44
O -4.92484 21.40042 -2.43885 -1.0 0.4 -1.0 -0.95
C -5.62649 22.62473 -2.30658 -2.3 -2.4 1.0 0.15
C -4.71441 23.48417 -1.66956 1.7 2.8 2.8 0.98
O -4.15900 22.82008 -0.57685 0.4 0.4 0.6 -0.36
H -6.47343 22.41717 -1.59723 0.0 0.6 -0.7 -0.40
H -5.96394 23.09304 -3.20130 -0.9 -0.1 -0.9 0.53
H -4.98873 24.39996 -1.20692 -1.9 1.3 -0.1 0.71
H -4.02562 23.89472 -2.36847 1.6 -0.3 -1.1 -1.33
O -2.12597 25.92499 -3.13294 -1.0 0.7 4.1 -0.66
H -2.66400 25.15506 -2.95261 0.0 -0.3 -0.4 0.29
H -1.83616 25.90883 -3.98527 1.0 -0.4 -3.7 0.25
O -6.18733 23.05774 1.25194 -1.9 0.1 1.3 -0.73
H -6.33735 22.12059 1.40917 -0.1 0.1 -0.1 0.35
H -5.49940 23.07805 0.61193 1.9 -0.2 -1.3 0.32
O -1.03856 23.44501 0.03024 1.4 -0.3 -0.7 -0.72
H -1.65823 24.04567 0.44934 0.0 1.2 -0.3 0.20
H -0.57694 23.92535 -0.66422 -0.2 -0.2 0.0 0.30
O -6.72081 18.65305 -3.87995 0.6 0.6 -0.6 -0.68
H -6.43704 19.41813 -4.42450 -0.4 -0.6 -0.4 0.34
H -6.24199 18.93591 -3.10031 -0.1 -0.5 0.7 0.28
O -5.74991 21.04946 -4.91091 -0.5 -0.1 -1.7 -0.72
H -5.67147 21.64908 -5.68406 0.0 -0.2 1.3 0.28
H -5.61422 21.46026 -4.04161 0.9 -0.1 -0.1 0.66
O -4.34489 20.15321 -0.11881 -0.2 -0.2 -0.4 -0.33
H -4.79287 19.32006 -0.00450 -0.4 -0.4 -0.7 0.31
H -4.11782 20.38457 0.75924 0.8 0.8 1.5 0.28
O -2.98109 25.13046 0.56145 -0.5 0.2 -1.3 -0.82
H -2.68090 25.72368 -0.14225 0.2 0.6 0.4 0.33
H -3.38401 24.45513 -0.04187 -0.2 -0.6 1.1 0.39
O -7.56923 19.97335 -1.47908 1.0 -0.3 0.6 -0.68
H -8.21220 20.66791 -1.51514 -0.6 0.5 -0.2 0.30
H -6.73625 20.40490 -1.74885 -0.2 -0.1 0.0 0.23
O -8.73049 23.89428 -2.80585 0.6 -0.3 1.1 -0.69
H -8.70953 23.74947 -1.80622 -0.6 0.6 -1.5 0.43
H -9.63777 24.00672 -3.08917 -0.2 0.0 0.2 0.28
O -8.49549 21.49735 -4.21566 -0.3 -1.1 -1.2 -0.69
H -8.50533 22.12348 -3.51740 0.1 1.3 0.9 0.35
H -7.56951 21.36834 -4.46448 -0.1 -0.2 0.0 0.47
O -2.15982 22.58228 2.09629 -0.5 -1.4 1.2 -0.67
H -2.36549 23.31549 2.68064 0.1 0.3 -0.9 0.27
H -1.91589 22.77978 1.18198 -0.1 -0.1 0.7 0.47
O -4.68933 23.79802 -5.12823 1.1 0.2 -1.6 -0.70
H -5.39569 24.12255 -4.61887 -1.5 0.9 0.8 0.40
H -4.30835 23.13514 -4.57466 0.7 -0.9 0.6 0.36
O -8.67843 23.91143 -0.14463 -3.1 -0.3 -0.8 -0.63
H -7.77865 23.85759 0.00351 3.3 -0.3 1.2 0.32
H -9.04585 24.56886 0.43820 0.0 0.3 0.2 0.27


Electronic energy
In order: -4263.9706 -2719.3340 -798.3140 -1337.5997
Unit: hartree